Entry 1:
Formula: C3H6N2O
Source: the OMol25 dataset
Level of theory: ωB97M-V/def2-TZVPD

Calculated values
- Relative energy (zero: lowest compared OMol25 entry of this formula, charge and spin): 66.1 kcal/mol
- Energy: -302.58779 Eh
- E_LUMO: 0.0265 Eh
- Frontier orbital gap: 0.353 Ha
- Spin multiplicity: 1
- HOMO energy: -8.87 eV

The geometry in XYZ format:
```
12
Properties=species:S:1:pos:R:3:forces:R:3:lowdin_charge:R:1
C 1.60828 -0.15898 -0.90345 -0.17 0.13 -0.04 -0.10
N 0.28022 -0.77137 -1.15271 -0.72 0.37 0.26 -0.09
C -0.79257 -0.61021 -0.34490 -0.14 0.16 0.58 -0.16
N -0.62753 0.13664 0.75851 0.00 -0.24 0.36 0.02
C -1.78707 0.40952 1.48127 -0.09 0.18 0.51 -0.33
O -1.81172 1.09705 2.46808 0.00 -0.15 -0.28 0.05
H 2.32387 -0.36487 -1.70639 -0.45 0.00 0.01 0.08
H 1.54179 0.92578 -0.75488 0.05 -0.06 -0.12 0.07
H 2.05121 -0.59088 0.00792 -0.39 0.00 -0.27 0.09
H -0.36650 -0.56988 -1.92931 1.84 -0.50 -1.31 0.11
H 0.23057 0.58519 1.06872 -0.03 -0.03 0.08 0.13
H -2.65056 -0.08799 1.00713 0.09 0.14 0.21 0.12
```
Positions in Å, forces in eV/Å.

---

Entry 2:
Formula: C3H6N2O
Source: the OMol25 dataset
Level of theory: ωB97M-V/def2-TZVPD

Calculated values
- Relative energy (zero: lowest compared OMol25 entry of this formula, charge and spin): 69.6 kcal/mol
- Energy: -302.58223 Eh
- E_LUMO: 0.0194 Eh
- Frontier orbital gap: 0.386 Ha
- Spin multiplicity: 1
- HOMO energy: -9.98 eV
- Structure (SMILES): N#C[C@@H](N)CO

The geometry in XYZ format:
```
12
Properties=species:S:1:pos:R:3:forces:R:3:lowdin_charge:R:1
N 0.76975 1.19452 1.20056 -0.32 -0.01 -0.26 0.02
C 0.49235 -0.10238 0.58763 -0.52 -0.27 -0.27 -0.28
C -0.93378 -0.48975 -0.37950 0.73 0.18 0.03 -0.17
O -2.31717 -0.59226 -0.13827 0.18 0.57 0.95 -0.05
C 1.31745 -0.38365 -0.61029 0.27 -0.24 -1.01 -0.25
N 1.58588 -0.59966 -1.71624 0.47 0.25 1.03 0.16
H 1.60580 1.17543 1.79068 -0.49 -0.29 -0.24 0.08
H 0.93721 1.91998 0.51071 -0.21 -0.12 -0.02 0.07
H 0.72406 -0.85605 1.35495 -0.58 0.04 -0.36 0.13
H -0.78327 0.23922 -1.17138 0.09 -0.23 -0.23 0.10
H -0.61592 -1.49320 -0.66721 0.06 0.21 -0.16 0.10
H -2.78237 -0.01220 -0.76164 0.32 -0.11 0.53 0.09
```
Positions in Å, forces in eV/Å.

---

Entry 3:
Formula: C3H6N2O
Source: the OMol25 dataset
Level of theory: ωB97M-V/def2-TZVPD

Calculated values
- Relative energy (zero: lowest compared OMol25 entry of this formula, charge and spin): 74.8 kcal/mol
- Energy: -302.57397 Eh
- E_LUMO: 0.0353 Eh
- Frontier orbital gap: 0.342 Ha
- Spin multiplicity: 1
- HOMO energy: -8.34 eV
- Structure (SMILES): [H]/N=C/N(O)C=C

The geometry in XYZ format:
```
12
Properties=species:S:1:pos:R:3:forces:R:3:lowdin_charge:R:1
C 0.32451 -0.57400 -1.11187 0.17 0.22 -0.16 -0.17
C -0.36710 -1.70562 -1.09838 -0.22 -0.41 0.72 0.01
C -0.43230 0.55118 0.92185 -0.35 -0.54 -0.45 -0.25
H 1.36496 1.77097 0.59700 -0.12 0.17 0.26 0.07
H 0.81122 -0.15892 -1.98922 -0.17 -0.13 -0.06 0.12
H -0.72200 -2.14228 -0.13955 0.16 0.35 -0.93 0.07
H -0.57399 -2.21881 -2.02787 0.06 -0.05 0.16 0.05
H -1.36136 -0.03466 0.85195 0.48 0.08 0.03 0.14
H -0.93670 1.64702 2.38982 0.16 0.06 -0.28 0.06
N 0.51612 0.23385 -0.00073 -0.34 -0.24 0.05 -0.18
N -0.18581 1.49870 1.71840 -0.14 0.61 0.97 0.08
O 1.56246 1.13258 -0.11140 0.31 -0.13 -0.30 0.01
```
Positions in Å, forces in eV/Å.

---

Entry 4:
Formula: C3H6N2O
Source: the OMol25 dataset
Level of theory: ωB97M-V/def2-TZVPD

Calculated values
- Relative energy (zero: lowest compared OMol25 entry of this formula, charge and spin): 71.6 kcal/mol
- Energy: -302.57899 Eh
- E_LUMO: 0.0267 Eh
- Frontier orbital gap: 0.370 Ha
- Spin multiplicity: 1
- HOMO energy: -9.33 eV
- Structure (SMILES): NN1CCC1=O

The geometry in XYZ format:
```
12
Properties=species:S:1:pos:R:3:forces:R:3:lowdin_charge:R:1
C -0.49417 1.30754 -0.17874 -0.53 1.29 -0.94 -0.50
C -0.99679 0.14218 -1.04631 -3.47 -0.02 0.99 -0.09
C -0.18497 -0.88261 -0.23743 1.88 4.11 1.91 -0.02
N 0.17562 0.47458 0.68320 0.65 -1.21 -0.39 -0.10
N 1.44319 0.78039 1.30646 -1.68 0.44 -1.90 0.08
O -0.66115 2.51651 -0.29516 0.75 -2.07 0.51 0.06
H -2.16129 0.10181 -0.89943 2.14 -0.28 -0.44 0.15
H -0.80373 0.30683 -2.09577 0.28 -0.35 -0.20 0.10
H -0.44738 -1.57536 0.52453 -1.36 -0.75 -0.10 0.09
H 0.78195 -1.15281 -0.59440 0.49 -0.41 -1.01 0.08
H 1.53655 0.04873 1.96969 0.74 -0.56 0.63 0.06
H 2.11530 0.73382 0.52643 0.10 -0.20 0.95 0.09
```
Positions in Å, forces in eV/Å.

---

Entry 5:
Formula: C3H6N2O
Source: the OMol25 dataset
Level of theory: ωB97M-V/def2-TZVPD

Calculated values
- Relative energy (zero: lowest compared OMol25 entry of this formula, charge and spin): 91.2 kcal/mol
- Energy: -302.54772 Eh
- E_LUMO (alpha / beta): -0.0332 / -0.0332 Eh
- Frontier orbital gap (alpha / beta): 0.310 / 0.309 Ha
- Spin multiplicity: 1
- HOMO energy (alpha / beta): -9.33 / -9.33 eV

The geometry in XYZ format:
```
12
Properties=species:S:1:pos:R:3:forces:R:3:lowdin_charge:R:1
N -0.58722 1.13685 0.76296 -1.06 -0.09 -0.16 0.08
C 0.61701 1.15419 0.00887 -0.91 1.65 2.25 -0.67
O 1.34986 2.06899 0.34390 1.25 -0.66 -1.37 0.04
N 0.82137 0.15333 -0.88622 0.45 -1.00 0.94 0.12
C 0.22259 -1.30155 0.35402 0.97 -0.06 -0.40 0.13
C -0.14760 -0.92662 -0.97956 -0.85 -0.83 -0.61 -0.30
H -1.36098 1.19552 0.11148 -0.42 0.00 0.36 0.08
H -0.57069 1.93563 1.39642 -0.13 -0.21 -0.45 0.10
H 1.22738 -1.64376 0.52752 0.07 -0.35 -0.11 0.09
H -0.48892 -1.38470 1.17204 0.34 0.93 -0.07 0.09
H 0.13758 -1.64792 -1.73992 0.18 0.23 -0.27 0.12
H -1.22039 -0.73998 -1.07151 0.11 0.40 -0.12 0.11
```
Positions in Å, forces in eV/Å.

---

Entry 6:
Formula: C3H6N2O
Source: the OMol25 dataset
Level of theory: ωB97M-V/def2-TZVPD

Calculated values
- Relative energy (zero: lowest compared OMol25 entry of this formula, charge and spin): 68.0 kcal/mol
- Energy: -302.58475 Eh
- E_LUMO: 0.0280 Eh
- Frontier orbital gap: 0.375 Ha
- Spin multiplicity: 1
- HOMO energy: -9.45 eV
- Structure (SMILES): CN=C=N.C=O

The geometry in XYZ format:
```
12
Properties=species:S:1:pos:R:3:forces:R:3:lowdin_charge:R:1
C 1.22845 -0.56658 0.97313 0.26 -0.17 0.15 -0.07
N -0.06629 -0.09337 0.55191 -0.77 -0.82 0.09 -0.02
C -0.92898 -0.76802 0.01506 0.07 -0.58 0.62 -0.31
N -1.89574 -1.41601 -0.33673 -0.07 0.21 0.23 0.18
C -0.16227 1.60111 -0.76946 -0.25 0.48 -0.64 -0.24
O 0.89878 1.57971 -1.35182 -0.35 0.17 0.11 -0.04
H 2.02013 -0.07701 0.39512 -0.22 -0.02 0.04 0.08
H 1.28120 -1.64776 0.84143 0.28 0.03 0.08 0.09
H 1.34126 -0.31572 2.02808 0.16 -0.06 -0.07 0.08
H -1.07913 1.07041 -1.13606 0.41 0.60 -0.32 0.08
H -2.17316 -1.57792 -1.28957 0.22 0.03 -0.20 0.07
H -0.38715 2.24066 0.10153 0.27 0.13 -0.10 0.09
```
Positions in Å, forces in eV/Å.

---

Entry 7:
Formula: C3H6N2O
Source: the OMol25 dataset
Level of theory: ωB97M-V/def2-TZVPD

Calculated values
- Relative energy (zero: lowest compared OMol25 entry of this formula, charge and spin): 61.7 kcal/mol
- Energy: -302.59483 Eh
- E_LUMO: 0.0389 Eh
- Frontier orbital gap: 0.392 Ha
- Spin multiplicity: 1
- HOMO energy: -9.60 eV
- Structure (SMILES): NC(=O)N1CC1

The geometry in XYZ format:
```
12
Properties=species:S:1:pos:R:3:forces:R:3:lowdin_charge:R:1
N 1.95379 0.39735 -0.24896 0.09 -0.22 -0.03 0.16
C 0.85097 -0.41220 -0.33450 0.02 -0.52 -0.25 -0.62
O 0.70422 -1.29699 -1.15180 0.27 0.07 -0.08 0.06
N -0.10926 -0.04229 0.61811 0.54 -0.87 0.02 -0.07
C -1.43962 -0.57242 0.55370 0.14 -0.48 0.33 -0.16
C -1.29489 0.75643 -0.05939 1.62 -0.22 0.23 -0.03
H 2.11954 0.93211 0.59140 -0.19 -0.19 -0.16 0.10
H 2.75898 0.11790 -0.78483 -0.08 0.02 -0.01 0.10
H -1.51583 -1.40420 -0.14102 -0.35 0.17 -0.07 0.11
H -1.93770 -0.69591 1.50805 0.09 -0.05 -0.01 0.11
H -1.29501 0.75890 -1.15506 0.26 0.39 0.50 0.11
H -0.79519 1.46133 0.60430 -2.41 1.92 -0.46 0.11
```
Positions in Å, forces in eV/Å.

---

Entry 8:
Formula: C3H6N2O
Source: the OMol25 dataset
Level of theory: ωB97M-V/def2-TZVPD

Calculated values
- Relative energy (zero: lowest compared OMol25 entry of this formula, charge and spin): 6.5 kcal/mol
- Energy: -302.68277 Eh
- E_LUMO: 0.0320 Eh
- Frontier orbital gap: 0.383 Ha
- Spin multiplicity: 1
- HOMO energy: -9.55 eV
- Structure (SMILES): O=C1NCCN1

The geometry in XYZ format:
```
12
Properties=species:S:1:pos:R:3:forces:R:3:lowdin_charge:R:1
O -0.71061 -1.72530 1.79080 0.16 0.20 -0.27 0.06
C -0.39818 -0.87881 0.98147 -0.04 -0.11 0.11 -0.57
N 0.83801 -0.29102 0.81881 -0.06 -0.11 0.12 0.06
C 0.93460 0.34038 -0.49485 0.00 0.07 -0.03 -0.17
C -0.51613 0.81365 -0.60836 0.03 0.09 -0.10 -0.18
N -1.23871 -0.28178 0.03351 -0.17 -0.05 0.12 0.06
H 1.58225 -0.52220 1.45708 0.03 -0.06 -0.37 0.14
H 1.13498 -0.38262 -1.30368 0.15 0.02 0.29 0.12
H 1.69676 1.12102 -0.53060 -0.22 0.03 0.10 0.11
H -0.65020 1.71878 -0.00161 -0.01 -0.09 -0.17 0.12
H -0.88846 1.00792 -1.61611 0.21 -0.12 0.07 0.12
H -1.78431 -0.92003 -0.52647 -0.07 0.14 0.13 0.13
```
Positions in Å, forces in eV/Å.